No. 1
{"formula": "C27H35BrNO5STl", "method": "the ωB97M-V functional and the def2-TZVPD basis", "e_lumo_ev": 0.530, "e_tot_ha": -4625.3434, "homo_energy_ev": -6.46, "species": ["Tl", "C", "C", "O", "C", "C", "O", "C", "C", "O", "C", "C", "O", "H", "H", "H", "H", "H", "H", "H", "H", "H", "H", "H", "H", "H", "H", "H", "H", "C", "C", "C", "C", "C", "C", "H", "H", "H", "H", "H", "Br", "C", "C", "C", "N", "C", "C", "H", "H", "H", "H", "C", "C", "C", "C", "C", "C", "C", "S", "C", "O", "H", "H", "H", "H", "H", "H", "H", "H", "H", "H"], "coordinates": [[0.861, 0.330, 1.186], [3.298, 2.042, -1.376], [3.959, 1.600, -0.085], [3.646, 0.281, 0.329], [4.153, -0.749, -0.499], [3.058, -1.491, -1.283], [1.936, -0.647, -1.450], [0.973, -1.188, -2.327], [-0.425, -0.625, -1.998], [-0.436, 0.569, -1.246], [-0.291, 1.784, -1.956], [1.139, 2.110, -2.340], [1.915, 2.194, -1.166], [3.479, 1.301, -2.165], [3.749, 2.992, -1.701], [3.633, 2.248, 0.730], [5.047, 1.706, -0.191], [4.648, -1.473, 0.154], [4.911, -0.347, -1.177], [2.747, -2.399, -0.756], [3.460, -1.781, -2.265], [0.929, -2.277, -2.210], [1.266, -0.979, -3.365], [-0.970, -1.347, -1.391], [-0.992, -0.480, -2.927], [-0.688, 2.555, -1.293], [-0.908, 1.755, -2.865], [1.152, 3.064, -2.887], [1.545, 1.339, -3.004], [1.514, -4.743, 2.070], [0.699, -4.514, 0.969], [0.364, -3.215, 0.606], [0.813, -2.089, 1.307], [1.631, -2.367, 2.409], [1.983, -3.658, 2.794], [1.780, -5.753, 2.358], [0.325, -5.354, 0.392], [-0.278, -3.101, -0.266], [2.031, -1.548, 3.010], [2.621, -3.815, 3.656], [0.955, 7.530, 4.115], [0.545, 5.985, 3.105], [-0.503, 5.166, 3.486], [-0.758, 4.047, 2.704], [-0.054, 3.726, 1.627], [0.946, 4.528, 1.282], [1.293, 5.674, 1.982], [-1.105, 5.388, 4.355], [-1.579, 3.385, 2.956], [1.507, 4.233, 0.402], [2.115, 6.296, 1.663], [-4.243, -3.391, -2.873], [-3.848, -2.438, -1.781], [-3.269, -2.901, -0.603], [-2.913, -2.025, 0.413], [-3.150, -0.671, 0.251], [-3.712, -0.181, -0.917], [-4.058, -1.069, -1.923], [-2.655, 0.513, 1.499], [-3.771, -0.048, 2.792], [-3.160, 1.841, 1.062], [-3.806, -4.376, -2.715], [-3.919, -3.029, -3.850], [-5.327, -3.510, -2.914], [-3.077, -3.960, -0.480], [-2.418, -2.404, 1.299], [-3.868, 0.885, -1.016], [-4.499, -0.691, -2.838], [-4.793, 0.048, 2.430], [-3.608, 0.597, 3.653], [-3.542, -1.078, 3.054]], "forces_ev_per_angstrom": [[0.1, 0.1, 0.2], [0.0, -0.1, 0.0], [0.1, 0.0, 0.0], [-0.1, 0.0, 0.0], [0.0, -0.1, 0.1], [0.0, 0.0, 0.0], [0.0, 0.0, 0.0], [0.0, 0.0, 0.0], [0.0, 0.0, -0.1], [0.0, 0.0, 0.1], [-0.1, 0.1, 0.0], [0.0, 0.0, 0.0], [0.0, 0.1, 0.0], [0.0, 0.0, 0.0], [0.0, 0.0, 0.0], [0.0, 0.0, 0.0], [0.0, 0.0, 0.0], [0.0, 0.0, -0.1], [0.0, 0.1, 0.0], [0.0, 0.0, 0.0], [0.0, 0.0, 0.0], [0.0, 0.0, 0.0], [0.0, 0.0, 0.0], [0.0, 0.0, 0.0], [0.0, 0.0, 0.0], [0.1, 0.0, 0.0], [0.0, 0.0, 0.0], [0.0, 0.0, 0.0], [0.0, 0.0, 0.0], [0.0, -0.1, 0.0], [0.0, -0.1, 0.0], [0.0, 0.0, -0.1], [0.0, -0.1, 0.0], [0.0, 0.0, 0.0], [0.0, 0.0, 0.0], [0.0, 0.0, 0.0], [0.0, 0.0, 0.0], [0.0, 0.0, 0.0], [0.0, 0.0, 0.0], [0.0, 0.0, 0.0], [0.0, 0.0, 0.0], [0.0, -0.1, 0.0], [0.1, 0.0, 0.0], [-0.1, 0.1, 0.0], [-0.1, 0.0, -0.2], [0.1, 0.0, 0.0], [-0.1, 0.0, 0.1], [0.0, 0.0, 0.0], [0.0, 0.0, 0.0], [0.0, 0.0, 0.0], [0.0, 0.0, 0.0], [0.0, 0.0, 0.0], [0.0, 0.0, 0.0], [0.0, 0.0, 0.0], [0.1, 0.0, 0.0], [-0.1, 0.1, 0.0], [0.0, 0.0, 0.0], [0.0, 0.0, 0.0], [0.1, 0.0, 0.0], [-0.1, 0.0, 0.0], [0.0, 0.0, 0.0], [0.0, 0.0, 0.0], [0.0, 0.0, 0.0], [0.0, 0.0, 0.0], [0.0, 0.0, 0.0], [0.0, 0.0, 0.0], [0.0, 0.0, 0.0], [0.0, 0.0, 0.0], [0.0, 0.0, 0.0], [0.0, 0.0, 0.0], [0.0, 0.0, 0.0]]}

---

No. 2
{"formula": "C9H9NO4", "method": "the ωB97M-V functional and the def2-TZVPD basis", "e_lumo_ev": -0.314, "e_tot_ha": -703.8841, "homo_energy_ev": -8.71, "species": ["C", "C", "C", "C", "C", "C", "C", "C", "C", "H", "H", "H", "H", "H", "H", "H", "H", "H", "N", "O", "O", "O", "O"], "coordinates": [[3.120, -0.561, 2.279], [1.711, 0.209, 2.649], [0.236, -0.240, 0.686], [-0.775, 0.202, -0.516], [-0.829, 1.604, -1.078], [-1.991, 1.851, -1.911], [-2.444, 0.644, -2.605], [-2.222, -0.590, -2.291], [-1.313, -0.943, -1.218], [1.874, -1.486, 1.285], [1.754, 1.072, 3.147], [1.008, -0.380, 3.197], [1.818, 1.128, 0.553], [-0.230, 2.500, -0.657], [-2.554, 2.792, -2.158], [-3.253, 0.740, -3.476], [-2.418, -1.488, -3.092], [-0.224, -2.107, -0.387], [0.953, 0.609, 1.377], [2.934, -1.607, 1.203], [4.177, -0.318, 2.833], [-0.133, -1.368, 1.181], [-1.199, -2.266, -1.001]], "forces_ev_per_angstrom": [[0.9, -0.6, 0.1], [-0.1, -3.3, -4.4], [-6.2, -2.4, -1.2], [3.6, -0.2, -0.4], [-3.0, -0.2, 0.8], [1.7, -1.8, -0.1], [-3.9, 5.1, -2.1], [2.6, -6.2, -0.7], [-2.3, 2.1, -1.0], [2.9, -1.7, -1.1], [1.4, 3.3, 2.0], [-0.1, -1.0, 0.3], [-3.8, -1.6, 3.3], [-1.1, -1.9, -0.4], [1.5, -0.8, 0.3], [1.9, 0.3, 1.8], [0.0, 2.3, 2.4], [-4.0, -1.9, -1.3], [6.6, 3.2, -2.0], [-3.2, 4.0, 3.8], [-2.8, -0.8, -1.8], [2.4, 1.7, -0.9], [5.0, 2.3, 2.4]]}